Run i
Here is a molecular structure, C34H34GeIN3ORu from OMol25. Energies are from ωB97M-V/def2-TZVPD.

Geometry as XYZ:
```
75
Properties=species:S:1:pos:R:3
I 0.900 -5.995 2.130
Ru 0.200 0.252 1.135
Ge -2.138 -0.537 -0.822
O 1.792 3.734 0.924
N -0.692 1.947 1.946
N 2.207 -2.035 1.710
N 0.899 -1.793 1.634
C -1.624 0.274 0.841
C -3.669 -2.538 0.662
C -2.070 1.457 1.682
C -0.134 -2.611 -1.432
C -1.377 4.215 1.551
C -4.660 -3.886 -1.546
C -4.479 -3.654 0.838
C 0.993 3.696 2.103
C 5.454 1.922 -0.092
C 5.802 0.046 1.531
C -3.851 -2.770 -1.713
C -2.742 1.703 -4.381
C -0.436 3.274 1.852
C 4.999 1.321 1.246
C 1.979 -0.855 -1.797
C 1.249 -3.973 1.925
C 1.151 -3.103 -1.615
C 2.361 0.757 1.164
C -2.907 0.590 -2.236
C -3.340 -2.082 -0.613
C -4.774 1.858 -3.114
C -4.973 -4.331 -0.268
C -2.185 0.912 -3.383
C 5.237 2.345 2.364
C -0.389 -1.240 -1.415
C 2.471 -3.338 1.881
C 0.689 -0.368 -1.619
C -4.038 2.179 -4.247
C -2.664 3.771 1.069
C 0.291 -2.963 1.755
C -4.211 1.071 -2.121
C -2.996 2.477 1.079
C 3.562 0.999 1.173
C 2.213 -2.221 -1.788
H -1.100 5.260 1.520
H -4.797 0.831 -1.241
H 4.667 3.253 2.165
H 2.025 2.812 0.733
H 3.221 -2.602 -1.910
H 5.629 -0.698 0.751
H 3.475 -3.715 1.968
H 5.507 -0.385 2.491
H -0.948 -3.310 -1.269
H 6.515 2.185 -0.051
H 2.800 -0.159 -1.911
H -3.616 -2.428 -2.716
H 6.300 2.599 2.433
H -5.604 -5.202 -0.136
H -0.784 -3.028 1.716
H 4.910 1.943 3.324
H -3.285 -2.009 1.529
H -4.723 -3.995 1.837
H 2.813 -1.217 1.576
H 0.524 0.704 -1.646
H 5.302 1.209 -0.903
H -2.503 1.060 2.620
H 0.993 4.711 2.505
H -3.942 2.128 0.679
H 1.328 -4.173 -1.604
H -2.162 1.950 -5.262
H 1.440 3.019 2.839
H -4.473 2.798 -5.022
H -5.047 -4.409 -2.412
H -1.172 0.544 -3.502
H -5.787 2.226 -3.003
H 6.872 0.269 1.568
H 4.877 2.821 -0.314
H -3.355 4.501 0.656
```

## Properties
- total charge = -1
- gap between HOMO and LUMO (spin up / spin down) (eV) = 4.98 / 5.11
- spin multiplicity = 2

Run ii
Here is a molecular structure, C34H34GeIN3ORu from OMol25. Energies are from ωB97M-V/def2-TZVPD.

Geometry as XYZ:
```
75
Properties=species:S:1:pos:R:3
I 2.214 7.036 0.532
Ru 0.425 0.748 1.169
Ge 0.806 -1.565 -0.891
O 3.092 0.523 1.852
N -0.299 3.689 0.452
N 0.790 3.064 0.890
N 0.882 0.962 3.477
C 2.035 0.699 4.073
C -2.226 -0.941 -3.846
C 1.406 -3.453 -0.930
C -3.178 -1.899 -3.528
C 2.011 0.846 -2.043
C -0.097 5.000 0.274
C 1.223 5.232 0.598
C -1.501 1.082 0.651
C -1.073 -0.818 -3.076
C 2.940 1.600 -2.748
C 2.116 -0.546 -1.966
C -2.680 1.306 0.390
C -4.480 2.927 -0.089
C 4.126 -0.404 -3.323
C -2.976 -2.726 -2.431
C 0.876 -0.920 0.968
C -0.845 -1.649 -1.980
C 2.273 -6.124 -0.936
C -1.821 -2.599 -1.669
C 3.190 -1.154 -2.617
C 1.289 -4.246 -2.074
C 4.001 0.976 -3.391
C -0.208 1.130 4.231
C 1.961 -4.030 0.213
C 3.294 0.544 3.233
C 1.740 3.979 0.986
C 2.136 0.583 5.463
C -0.191 1.050 5.613
C 1.014 0.764 6.238
C -4.403 0.711 -1.248
C 2.390 -5.353 0.213
C -4.114 1.444 0.069
C -4.968 0.830 1.187
C 1.720 -5.567 -2.082
H 3.947 1.395 3.454
H 3.821 -0.352 3.589
H -1.122 3.086 0.293
H 1.070 0.678 7.317
H -4.716 -0.223 1.317
H -3.717 -3.473 -2.171
H 4.731 1.563 -3.936
H -6.034 0.910 0.947
H -3.891 3.378 -0.890
H 2.050 -3.424 1.108
H -4.783 1.341 2.133
H 2.731 3.708 1.310
H -4.279 3.470 0.838
H 3.304 -2.231 -2.567
H -5.463 0.793 -1.512
H 1.622 -6.164 -2.982
H 1.200 1.344 -1.519
H -0.873 5.662 -0.070
H -1.123 1.315 3.677
H -0.335 -0.070 -3.343
H 4.956 -0.898 -3.815
H -5.541 3.040 -0.333
H 2.531 -0.276 1.616
H 2.608 -7.155 -0.938
H -3.803 1.131 -2.057
H 2.814 -5.785 1.112
H -4.141 -0.344 -1.164
H 3.096 0.350 5.910
H 0.844 -3.828 -2.971
H -1.672 -3.262 -0.823
H -4.078 -1.994 -4.125
H -2.379 -0.287 -4.696
H 2.841 2.679 -2.787
H -1.104 1.191 6.175
```

## Properties
- total charge = -1
- gap between HOMO and LUMO (spin up / spin down) (eV) = 4.30 / 4.74
- spin multiplicity = 2

Top of the stability list: run i, leading by 54.4 kJ/mol.

Run i
Here is a molecular structure, C22H29F7MoN6S3SbSi from OMol25. Energies are from ωB97M-V/def2-TZVPD.

Geometry as XYZ:
```
70
Properties=species:S:1:pos:R:3
Sb 3.580 -0.132 2.539
Mo 0.903 -0.743 -0.548
S 1.159 3.096 -1.551
S 3.357 -4.768 -1.070
S 1.131 -3.076 0.012
Si -1.414 -0.107 1.727
F 2.861 2.017 1.649
F 3.056 -2.001 2.755
F 1.197 -0.348 1.311
F -1.022 -2.459 -2.300
F 2.872 -0.669 -0.458
F 2.173 0.375 3.737
F 4.770 -0.196 4.078
N 2.435 -2.727 -2.325
N -1.067 -0.969 0.200
N -0.828 4.219 -0.063
N -0.168 0.136 -2.242
N 1.622 -1.659 -2.361
N 1.117 4.656 0.749
C -1.152 1.462 -4.458
C -1.927 -2.034 -0.116
C -1.800 1.554 -3.231
C -0.562 1.564 1.867
C 1.452 -1.036 -3.479
C -3.270 0.341 1.682
C 0.185 5.264 1.555
C 0.485 3.991 -0.213
C 2.294 -3.407 -1.207
C -3.716 -4.218 -0.705
C -0.032 0.663 -4.571
C 2.569 4.722 0.949
C -1.925 -2.754 -1.325
C -1.040 4.995 1.044
C 3.097 -5.286 0.639
C 1.874 1.708 -0.811
C -1.270 0.884 -2.147
C -2.771 -3.800 -1.623
C -2.891 -2.525 0.793
C -0.962 -1.112 3.236
C -3.760 -3.564 0.516
C 0.423 -0.023 -3.448
H -1.535 1.988 -5.322
H -1.530 3.782 -0.638
H 2.107 -5.713 0.778
H 2.778 5.606 1.544
H 2.894 3.788 1.433
H -2.658 -4.277 -2.588
H 0.475 0.528 -5.516
H -3.828 -0.111 2.506
H 2.170 1.750 0.278
H 2.597 1.309 -1.519
H -2.712 2.123 -3.118
H -4.467 -3.870 1.276
H -3.760 0.019 0.760
H 1.962 -1.348 -4.382
H -0.123 1.881 0.921
H 3.044 4.812 -0.027
H -1.725 0.893 -1.164
H -4.383 -5.038 -0.931
H 0.475 5.829 2.422
H 3.249 -4.448 1.317
H 3.848 -6.053 0.819
H 0.126 -1.112 3.331
H -2.022 5.276 1.378
H 0.273 1.500 2.566
H -1.300 -2.147 3.189
H -1.375 -0.660 4.142
H -1.272 2.320 2.212
H -3.393 1.423 1.774
H -2.956 -2.083 1.774
```

## Properties
- gap between HOMO and LUMO (spin up / spin down) (eV) = 6.11 / 5.35
- spin multiplicity = 4

Run ii
Here is a molecular structure, C22H29F7MoN6S3SbSi from OMol25. Energies are from ωB97M-V/def2-TZVPD.

Geometry as XYZ:
```
70
Properties=species:S:1:pos:R:3
Sb -0.204 -4.857 0.404
Mo -0.242 -0.183 -0.669
S 1.485 -1.532 -2.077
S 0.502 -4.178 -3.214
S -2.725 -0.115 -0.438
Si 2.761 0.178 0.385
F -1.388 2.456 0.281
F -2.170 -4.562 0.682
F -0.630 -2.027 -0.307
F 1.764 -4.655 0.262
F -0.008 -6.216 1.699
F -0.680 -6.290 -0.844
F -0.155 -3.567 1.911
N -0.455 1.551 -2.032
N -3.415 -0.042 2.216
N -0.959 -2.088 -3.070
N -2.763 -2.043 1.495
N -1.066 -0.806 -2.651
N 1.102 0.964 0.363
C 4.150 0.751 1.525
C -0.373 2.862 1.075
C -2.454 -0.653 1.308
C -1.721 0.048 -3.337
C 2.256 -4.438 -2.889
C 1.738 2.660 2.060
C -1.006 -0.240 1.384
C 1.517 3.820 2.783
C -0.172 3.831 -2.670
C 0.336 4.528 2.643
C 0.820 2.119 1.144
C 0.183 2.718 -1.928
C 2.505 -1.567 0.978
C -0.616 4.026 1.776
C -4.280 -0.969 2.667
C -1.229 3.737 -3.559
C -1.401 1.428 -2.995
C -3.571 1.389 2.347
C 0.240 -2.525 -2.772
C 3.520 0.547 -1.294
C -1.836 2.507 -3.744
C -3.850 -2.211 2.228
H -4.187 1.591 3.220
H 2.285 4.163 3.465
H 1.594 -2.078 0.686
H 2.480 -5.405 -3.337
H -1.548 4.598 -4.132
H 4.959 0.050 1.293
H -4.253 -3.190 2.428
H 2.447 -4.469 -1.818
H 2.852 -3.666 -3.370
H -1.568 4.517 1.619
H -0.919 0.679 1.952
H -2.616 2.359 -4.478
H 2.804 0.677 -2.104
H -4.034 1.807 1.452
H -5.134 -0.717 3.271
H 4.520 1.759 1.333
H 4.109 1.464 -1.201
H 2.663 2.149 2.225
H -2.598 1.857 2.482
H 3.933 0.647 2.589
H -2.300 -0.229 -4.209
H 1.002 2.751 -1.228
H -0.388 -1.023 1.835
H 4.201 -0.253 -1.595
H 0.381 4.750 -2.538
H 0.156 5.441 3.192
H 3.321 -2.212 0.641
H 2.529 -1.551 2.073
H -2.200 -2.822 1.130
```

## Properties
- gap between HOMO and LUMO (spin up / spin down) (eV) = 5.68 / 6.63
- spin multiplicity = 4

Top of the stability list: run i, leading by 102.7 kJ/mol.

Run i
Here is 2 unconnected molecules or ions with the total composition C2H2O2S2 from OMol25. Energies are from ωB97M-V/def2-TZVPD.

Geometry as XYZ:
```
8
Properties=species:S:1:pos:R:3
S -1.940 -2.482 -1.652
S -0.384 -2.109 -0.661
O -0.622 -1.631 0.744
O 1.531 -0.180 -0.408
C 1.015 0.687 0.126
C 0.315 1.685 0.425
H -0.303 1.279 1.243
H 0.388 2.752 0.183
```

## Properties
- gap between HOMO and LUMO (eV) = 7.69

Run ii
Here is a single C2H2O2S2 molecule from OMol25. Energies are from ωB97M-V/def2-TZVPD.

Geometry as XYZ:
```
8
Properties=species:S:1:pos:R:3
S -0.763 1.630 -1.174
S 0.809 -1.652 1.167
O -0.099 -0.974 -1.439
O 0.187 0.872 1.470
C 0.226 -0.055 0.738
C -0.200 0.030 -0.758
H -1.191 1.387 -2.438
H 1.031 -1.238 2.434
```

## Properties
- gap between HOMO and LUMO (eV) = 9.42
- SMILES = O=C(S)C(=O)S

Run iii
Here is a single C2H2O2S2 molecule from OMol25. Energies are from ωB97M-V/def2-TZVPD.

Geometry as XYZ:
```
8
Properties=species:S:1:pos:R:3
S -1.274 1.258 -0.618
S -0.302 -1.607 0.751
O -1.606 -1.744 1.341
O 0.831 -1.980 1.554
C 0.522 1.089 -0.880
C -0.105 0.508 0.314
H 1.099 1.997 -0.748
H 0.836 0.479 -1.714
```

## Properties
- gap between HOMO and LUMO (spin up / spin down) (eV) = 7.57 / 7.57
- SMILES = O=S(=O)=C1CS1

Top of the stability list: run ii, leading by 198.4 kJ/mol.

Run i
Here is a single C6H14O3 molecule from OMol25. Energies are from ωB97M-V/def2-TZVPD.

Geometry as XYZ:
```
23
Properties=species:S:1:pos:R:3
O 0.499 0.340 2.920
O -0.488 1.696 1.465
O -1.510 -0.287 1.997
C -0.291 0.350 1.746
C -1.340 0.012 -1.097
C 0.816 -1.496 -1.745
C 0.138 -0.088 -0.801
C 0.511 -0.687 0.471
C 0.904 1.160 -1.183
H 0.567 -0.567 3.236
H 0.063 -1.653 0.685
H -2.051 0.268 2.582
H -1.496 0.111 -2.171
H -1.750 0.894 -0.609
H 0.086 -2.300 -1.723
H 0.739 1.393 -2.234
H -1.876 -0.862 -0.734
H 1.567 -0.599 0.712
H 1.802 -1.834 -1.436
H -0.305 2.199 2.273
H 1.971 1.042 -1.006
H 0.903 -1.094 -2.751
H 0.541 2.003 -0.598
```

## Properties
- gap between HOMO and LUMO (eV) = 9.42
- SMILES = CC(C)(C)CC(O)(O)O

Run ii
Here is 3 unconnected molecules or ions with the total composition C6H14O3 from OMol25. Energies are from ωB97M-V/def2-TZVPD.

Geometry as XYZ:
```
23
Properties=species:S:1:pos:R:3
O 0.776 -0.391 2.056
O -1.714 -0.356 0.943
O 1.017 1.616 1.009
C 0.689 -0.640 -0.796
C 2.877 0.114 1.083
C -2.050 -0.853 -1.388
C -1.437 0.008 -0.329
C -1.391 1.465 -0.490
C 1.394 0.436 1.123
H 1.769 -0.644 -0.876
H -1.911 -1.915 -1.182
H -3.124 -0.646 -1.430
H -0.080 0.024 2.256
H -1.617 -0.631 -2.360
H 3.046 -0.958 1.003
H -1.392 1.762 -1.536
H 0.478 -0.253 -1.792
H -1.691 -1.319 1.033
H -2.203 1.949 0.056
H 3.317 0.466 2.018
H 3.345 0.631 0.250
H 0.353 -1.668 -0.670
H -0.449 1.803 0.020
```

## Properties
- gap between HOMO and LUMO (eV) = 8.61

Top of the stability list: run i, leading by 208.0 kJ/mol.